No. 1
Molecular formula: C5H10O2
Method: DFT, ωB97M-V/def2-TZVPD

Each atom is followed by the atoms it is bonded to, with distances in Å.
Geometry (Å):
1 C 2.08516 0.62934 -0.24535  O5 1.404, H8 1.099, H9 1.101, H10 1.093
2 C -0.76400 -0.84040 -0.28186  C3 1.514, C6 1.462, O7 1.422, H15 1.088
3 C -0.76067 0.50375 0.41595  C2 1.514, C4 1.535, H11 1.097, H12 1.097
4 C 0.39292 0.59656 1.42392  C3 1.535, O5 1.414, H13 1.094, H14 1.103
5 O 1.59920 0.04407 0.93506  C1 1.404, C4 1.414
6 C -1.80433 -1.25968 -1.21993  C2 1.462, O7 1.420, H16 1.092, H17 1.090
7 O -1.75762 -1.78362 0.09954  C2 1.422, C6 1.420
8 H 1.30467 0.72051 -1.01333  C1 1.099
9 H 2.52154 1.62516 -0.07218  C1 1.101
10 H 2.85538 -0.04036 -0.63651  C1 1.093
11 H -1.71275 0.63924 0.94296  C3 1.097
12 H -0.68405 1.31097 -0.32334  C3 1.097
13 H 0.15741 0.00329 2.31255  C4 1.094
14 H 0.53676 1.64321 1.74071  C4 1.103
15 H 0.22073 -1.28611 -0.40705  C2 1.088
16 H -1.55923 -1.96130 -2.01967  C6 1.092
17 H -2.64909 -0.60423 -1.43047  C6 1.090

The charge is 0. As for the SMILES: COCC[C@@H]1CO1. As for the HOMO-LUMO gap: 10.932 eV.

Mulliken atomic charge list, values in e, 2 entries: -0.704, 0.283

No. 2
Molecular formula: C5H10O2
Method: DFT, ωB97M-V/def2-TZVPD

Each atom is followed by the atoms it is bonded to, with distances in Å.
Geometry (Å):
1 C 0.20370 2.28624 -1.07041  C2 1.493, H8 1.097, H9 1.102, H10 1.103
2 C 0.36231 0.88082 -0.59274  C1 1.493, C3 1.427, H11 1.084
3 C -0.49726 0.35911 0.41917  C2 1.427, O4 1.442, C5 1.667, H12 1.110
4 O -1.66970 -0.35629 -0.01890  C3 1.442, H13 0.970
5 C 0.38203 -0.81284 1.21518  C3 1.667, C6 1.423, H14 1.088, H15 1.094
6 C 0.59362 -1.79543 0.20724  C5 1.423, O7 1.337, H16 1.087
7 O -0.29451 -2.78580 0.06888  C6 1.337, H17 0.966
8 H 1.13946 2.71601 -1.44942  C1 1.097
9 H -0.15014 2.92077 -0.24168  C1 1.102
10 H -0.55085 2.39489 -1.86776  C1 1.103
11 H 1.16313 0.27375 -0.99960  C2 1.084
12 H -0.85633 1.14929 1.11148  C3 1.110
13 H -2.16304 -0.63090 0.76954  O4 0.970
14 H 1.29056 -0.37013 1.61695  C5 1.088
15 H -0.26608 -1.17702 2.01767  C5 1.094
16 H 1.49828 -1.84164 -0.39357  C6 1.087
17 H -0.18518 -3.21083 -0.79203  O7 0.966

The charge is 0. As for the HOMO-LUMO gap (spin up / spin down): 6.852 / 8.682 eV.

Mulliken atomic charge list, values in e, 2 entries: -1.124, -0.324

No. 3
Molecular formula: C5H10O2
Method: DFT, ωB97M-V/def2-TZVPD

Each atom is followed by the atoms it is bonded to, with distances in Å.
Geometry (Å):
1 C -1.24456 -1.47617 -0.22729  C2 1.547, H7 1.071, H8 1.152, H9 1.093
2 C 0.20426 -1.11907 -0.63603  C1 1.547, C3 1.464, H10 1.171
3 C 0.72961 0.24528 -0.56624  C2 1.464, O4 1.362, C5 1.498
4 O 0.46686 1.18119 -1.52029  C3 1.362, H11 1.011
5 C 1.53948 0.73919 0.59314  C3 1.498, C6 1.388, H12 1.161
6 C 2.46081 -0.01232 1.30868  C5 1.388, H13 1.112, H14 1.023
7 H -1.17371 -2.49907 -0.53733  C1 1.071
8 H -1.93723 -0.82951 -0.88299  C1 1.152
9 H -1.44927 -1.60075 0.83941  C1 1.093
10 H 1.02271 -1.95010 -0.52720  C2 1.171
11 H 0.53549 0.91078 -2.49196  O4 1.011
12 H 1.57557 1.89113 0.73315  C5 1.161
13 H 2.61087 -1.09049 1.08320  C6 1.112
14 H 3.07749 0.42537 1.99825  C6 1.023
15 H -3.00452 2.34609 0.69630  O17 0.948
16 H -2.33256 1.13960 0.12983  O17 0.943
17 O -3.08131 1.69883 0.00737  H15 0.948, H16 0.943

The charge is 0. As for the SMILES: C=C/C(O)=C/C.O. As for the HOMO-LUMO gap: 6.773 eV.

Mulliken atomic charge list, values in e, 2 entries: -1.058, -0.297

In kcal/mol, the energy relative to the best compared isomer or geometry (same formula, charge and spin) values for the records above are, in order, 66.6; 116.4; 130.6.